[1]
{
  "formula": "C33H35CdF3GeN6O5Se",
  "method": "ωB97M-V/def2-TZVPD",
  "homo_ha": -0.078,
  "charge": -2,
  "lumo_ev": 4.2300,
  "energy_ha": -6929.069111,
  "elements": ["Cd", "O", "C", "C", "C", "N", "C", "C", "C", "O", "O", "C", "O", "O", "H", "H", "H", "C", "C", "C", "C", "C", "N", "C", "C", "C", "C", "C", "C", "C", "N", "C", "C", "C", "N", "C", "C", "N", "C", "C", "C", "N", "H", "H", "H", "H", "H", "H", "H", "H", "H", "H", "H", "H", "H", "H", "H", "H", "H", "H", "C", "Ge", "C", "C", "C", "Se", "C", "H", "H", "H", "H", "H", "H", "H", "H", "H", "H", "H", "H", "H", "H", "F", "C", "F", "F"],
  "positions_angstrom": [[0.564, -1.294, 0.073], [5.846, -3.616, -3.045], [4.913, -3.003, -2.245], [4.855, -3.244, -0.885], [3.904, -2.581, -0.120], [2.997, -1.772, -0.681], [3.076, -1.536, -1.992], [4.032, -2.108, -2.818], [2.066, -0.554, -2.593], [2.258, -0.186, -3.757], [1.140, -0.171, -1.819], [4.005, -2.696, 1.422], [4.702, -3.644, 1.830], [3.445, -1.778, 2.047], [6.366, -4.200, -2.484], [5.536, -3.909, -0.366], [4.049, -1.852, -3.867], [-5.308, -2.678, -4.462], [-4.300, -2.069, -3.525], [-4.564, -0.922, -2.788], [-3.652, -0.394, -1.896], [-2.374, -0.972, -1.651], [-1.507, -0.474, -0.753], [-1.699, 0.876, -0.450], [-1.335, 1.858, -1.383], [-1.551, 3.204, -1.152], [-2.142, 3.647, 0.032], [-2.378, 5.109, 0.306], [-2.470, 2.691, 0.977], [-2.234, 1.339, 0.756], [-2.500, 0.454, 1.836], [-3.263, -0.661, 1.873], [-3.134, -1.187, 3.136], [-2.235, -0.328, 3.787], [-1.870, 0.682, 3.011], [-2.112, -2.120, -2.456], [-3.047, -2.641, -3.331], [-0.829, -2.741, -2.473], [-0.054, -2.917, -3.562], [1.002, -3.714, -3.190], [0.798, -3.930, -1.815], [-0.315, -3.348, -1.393], [-6.092, -1.959, -4.708], [-5.796, -3.557, -4.030], [-4.844, -2.995, -5.400], [-5.520, -0.419, -2.908], [-3.916, 0.510, -1.361], [-0.855, 1.515, -2.291], [-1.256, 3.929, -1.904], [-2.369, 5.682, -0.623], [-1.613, 5.529, 0.963], [-3.345, 5.268, 0.790], [-2.891, 2.987, 1.930], [-3.800, -0.993, 1.002], [-3.563, -2.101, 3.508], [-1.829, -0.411, 4.782], [-2.767, -3.528, -3.891], [-0.297, -2.442, -4.497], [1.835, -4.021, -3.796], [1.418, -4.454, -1.103], [3.230, 3.829, 3.381], [1.304, 3.507, 3.202], [0.638, 2.643, 4.825], [0.400, 5.251, 3.006], [0.889, 2.354, 1.698], [1.784, 0.619, 1.876], [3.325, 1.080, 0.786], [3.438, 4.451, 4.254], [3.625, 4.330, 2.496], [3.746, 2.876, 3.501], [0.837, 3.251, 5.709], [1.121, 1.672, 4.943], [-0.436, 2.473, 4.735], [0.657, 5.919, 3.830], [-0.681, 5.105, 3.001], [0.683, 5.731, 2.067], [1.116, 2.788, 0.724], [-0.178, 2.141, 1.730], [3.740, 2.021, 1.146], [3.003, 1.173, -0.250], [4.032, 0.270, 0.910], [-1.081, -3.334, 1.714], [0.214, -2.850, 1.662], [0.453, -2.463, 2.957], [0.964, -3.995, 1.500]],
  "atomic_forces_ev_per_a": [[0.047, -0.085, 0.083], [0.004, -0.016, -0.033], [0.079, -0.013, -0.044], [-0.058, 0.027, 0.106], [0.054, -0.034, -0.126], [0.043, -0.029, -0.029], [0.070, -0.087, -0.020], [-0.087, 0.065, 0.051], [0.023, 0.202, 0.086], [0.002, -0.055, -0.071], [0.008, -0.041, -0.052], [-0.057, 0.042, -0.108], [0.034, -0.041, 0.036], [-0.045, 0.048, 0.122], [-0.001, -0.002, 0.013], [0.006, -0.003, -0.007], [0.007, -0.005, 0.005], [-0.020, 0.006, -0.010], [0.056, -0.034, 0.005], [-0.081, 0.041, -0.004], [-0.051, 0.070, 0.027], [-0.079, -0.164, -0.131], [0.065, 0.096, 0.257], [-0.034, -0.042, -0.052], [-0.044, 0.053, -0.045], [-0.026, 0.025, 0.053], [0.050, -0.048, -0.004], [-0.046, 0.052, -0.088], [0.022, 0.043, 0.012], [-0.153, 0.051, 0.003], [0.064, -0.017, 0.064], [0.158, 0.085, -0.012], [0.029, -0.118, -0.074], [-0.086, 0.174, 0.072], [-0.022, -0.232, -0.010], [0.032, 0.038, 0.025], [-0.056, 0.002, -0.005], [-0.016, 0.169, -0.064], [-0.091, -0.135, -0.169], [0.030, 0.109, 0.092], [0.098, -0.177, 0.003], [-0.049, -0.078, 0.074], [0.002, -0.003, -0.003], [0.003, 0.000, -0.002], [-0.003, -0.005, -0.001], [-0.002, -0.005, -0.007], [0.004, -0.010, -0.006], [0.012, -0.016, 0.004], [0.014, -0.011, -0.006], [-0.005, 0.013, 0.018], [0.010, -0.020, -0.030], [0.016, -0.001, -0.007], [-0.031, -0.018, 0.054], [0.012, -0.025, -0.066], [0.006, -0.013, -0.025], [-0.004, 0.037, -0.008], [0.024, -0.007, 0.001], [-0.023, 0.003, 0.008], [0.018, 0.014, 0.006], [-0.018, 0.004, -0.007], [0.009, -0.015, -0.033], [-0.072, 0.037, 0.106], [-0.010, 0.028, 0.021], [0.043, -0.037, -0.001], [-0.028, -0.071, -0.111], [0.094, -0.023, 0.032], [-0.156, 0.163, 0.036], [-0.009, -0.001, 0.005], [0.014, 0.006, 0.003], [0.016, -0.001, -0.001], [0.001, -0.004, 0.010], [0.010, 0.004, -0.001], [0.018, 0.003, -0.019], [-0.003, 0.005, 0.001], [-0.015, -0.002, 0.024], [0.010, 0.006, 0.004], [0.011, -0.027, -0.019], [0.124, 0.077, 0.024], [0.028, 0.017, 0.005], [0.038, -0.034, -0.026], [0.013, -0.106, 0.002], [-0.060, 0.024, -0.031], [-0.058, 0.081, 0.005], [0.018, -0.031, -0.003], [0.052, 0.020, 0.016]]
}

[2]
{
  "formula": "C33H35Cl5N4P2Sn",
  "method": "ωB97M-V/def2-TZVPD",
  "homo_ha": [-0.443, -0.443],
  "charge": 2,
  "lumo_ev": [-9.2801, -8.9521],
  "energy_ha": -4694.652113,
  "elements": ["Sn", "C", "C", "C", "C", "C", "C", "C", "C", "C", "H", "H", "H", "H", "H", "H", "H", "H", "H", "H", "H", "H", "H", "H", "H", "P", "P", "N", "N", "N", "N", "C", "C", "C", "C", "C", "C", "C", "C", "C", "C", "C", "C", "C", "C", "C", "C", "C", "C", "H", "H", "H", "H", "H", "H", "H", "H", "H", "H", "H", "H", "H", "H", "H", "H", "H", "H", "H", "H", "Cl", "C", "C", "C", "Cl", "C", "Cl", "C", "Cl", "C", "Cl"],
  "positions_angstrom": [[-0.244, -2.641, 2.589], [-0.669, 3.718, 3.986], [-1.239, 2.888, 3.097], [-0.764, 2.483, 1.733], [0.450, 1.525, 1.706], [1.818, 2.107, 1.843], [2.156, 3.341, 2.236], [1.262, 4.533, 2.434], [0.557, 4.576, 3.823], [0.814, -4.122, 3.957], [-1.257, 4.018, 4.867], [-2.270, 2.564, 3.335], [-0.667, 3.354, 1.063], [-1.635, 1.938, 1.336], [0.318, 0.810, 2.560], [0.381, 0.887, 0.804], [2.620, 1.366, 1.735], [3.220, 3.508, 2.487], [0.522, 4.647, 1.620], [1.949, 5.398, 2.388], [1.316, 4.376, 4.617], [0.208, 5.612, 3.977], [0.734, -3.963, 5.038], [1.850, -3.888, 3.659], [0.504, -5.153, 3.697], [1.618, -1.369, -2.011], [-1.936, -0.849, -1.913], [2.891, -0.190, -2.248], [2.380, -2.570, -3.110], [-1.974, 0.898, -2.374], [-3.491, -1.201, -2.708], [0.521, -0.614, -3.300], [-0.857, -1.306, -3.358], [3.871, 0.104, -1.287], [4.847, 0.911, -1.877], [4.450, 1.138, -3.244], [3.250, 0.454, -3.441], [2.647, -3.890, -2.729], [3.074, -4.603, -3.843], [3.076, -3.700, -4.952], [2.685, -2.453, -4.467], [-1.648, 1.844, -1.395], [-1.481, 3.088, -1.991], [-1.680, 2.913, -3.400], [-1.952, 1.559, -3.608], [-4.261, -0.518, -3.663], [-5.277, -1.355, -4.110], [-5.147, -2.599, -3.406], [-4.055, -2.483, -2.558], [0.954, -0.651, -4.313], [0.411, 0.448, -3.031], [-1.360, -1.070, -4.318], [-0.762, -2.404, -3.303], [3.775, -0.272, -0.277], [5.745, 1.296, -1.411], [4.960, 1.716, -3.997], [2.629, 0.420, -4.322], [2.521, -4.187, -1.695], [3.357, -5.645, -3.872], [3.325, -3.912, -5.979], [2.621, -1.506, -4.988], [-1.592, 1.535, -0.369], [-1.279, 4.023, -1.481], [-1.661, 3.687, -4.165], [-2.170, 1.039, -4.535], [-4.050, 0.506, -3.943], [-6.010, -1.109, -4.871], [-5.765, -3.480, -3.532], [-3.619, -3.178, -1.856], [-2.107, -4.322, 4.965], [-1.784, -2.673, 5.354], [-1.145, -1.813, 4.466], [-0.659, -0.583, 4.918], [0.952, -0.114, 4.457], [-1.194, 0.026, 6.058], [-0.789, 1.632, 6.478], [-1.916, -0.808, 6.934], [-2.451, -0.200, 8.426], [-2.039, -2.197, 6.669], [-2.383, -3.297, 7.939]],
  "atomic_forces_ev_per_a": [[0.174, -0.739, 0.669], [-0.420, 0.318, -0.509], [-0.330, 0.854, 1.020], [-0.528, -0.472, -0.346], [-0.761, -0.254, -0.075], [0.321, 0.072, 0.513], [0.341, -0.642, -0.023], [0.133, 0.485, 0.295], [0.550, 0.092, -0.299], [0.123, 0.552, -0.638], [0.213, -0.480, -0.293], [0.664, -0.015, 0.037], [0.163, -0.536, 0.220], [0.435, 0.044, 0.064], [-0.048, 0.722, -1.080], [0.135, 0.282, 0.092], [-0.136, 0.286, 0.084], [-0.578, -0.059, -0.369], [0.559, 0.073, 0.546], [-0.566, -0.172, -0.022], [-0.549, 0.112, -0.397], [0.198, -0.303, 0.082], [-0.160, 0.058, -0.341], [-0.145, -0.580, 0.105], [0.440, 0.574, 0.015], [1.401, 1.664, -1.743], [-1.763, 2.249, -2.887], [0.150, 0.265, 0.735], [-0.010, -1.451, 0.001], [0.810, 0.048, 0.971], [-0.292, -0.993, 0.515], [-0.758, -0.445, 0.104], [0.191, -0.364, -0.028], [0.608, 0.594, -1.095], [-1.067, -0.620, -0.170], [-1.181, -1.124, 0.692], [1.170, 0.471, 0.543], [-0.541, 2.276, -0.148], [0.431, 0.523, -2.710], [0.334, -2.001, 1.448], [-0.477, 0.063, 1.484], [-0.118, 0.569, -1.094], [-0.202, -0.880, 0.096], [-0.185, -1.310, 0.356], [0.220, 0.720, 0.263], [-0.336, -0.663, -0.142], [1.092, 0.143, 0.719], [0.845, 0.359, 0.300], [-0.487, 0.669, -0.723], [-0.082, 0.058, 0.613], [0.020, -0.215, -0.064], [0.125, -0.124, 0.670], [0.062, 0.166, -0.228], [0.061, 0.028, -0.170], [-0.246, -0.074, 0.043], [0.004, 0.029, 0.104], [0.101, 0.184, 0.205], [-0.024, -0.041, -0.170], [-0.045, 0.085, 0.052], [0.122, -0.080, 0.050], [-0.018, -0.295, 0.098], [-0.027, 0.023, -0.103], [-0.003, -0.256, -0.093], [0.016, -0.328, 0.245], [0.123, 0.169, 0.276], [-0.133, -0.344, 0.195], [0.131, 0.009, 0.283], [0.095, 0.179, 0.109], [-0.106, -0.021, -0.044], [-0.249, 0.522, -0.111], [0.302, 0.932, -0.138], [0.035, -1.545, -0.107], [1.077, -0.153, 0.777], [-0.988, -0.433, 0.230], [-0.790, 0.197, 1.244], [-0.133, -0.545, 0.085], [0.637, 1.428, 0.023], [0.046, -0.058, -0.198], [-0.164, -1.380, 0.172], [-0.011, 0.852, -0.889]]
}

[3]
{
  "formula": "C33H35F5MgN4OP2",
  "method": "ωB97M-V/def2-TZVPD",
  "homo_ha": -0.222,
  "charge": 0,
  "lumo_ev": -0.9939,
  "energy_ha": -2954.560700,
  "elements": ["Mg", "C", "C", "C", "C", "C", "C", "C", "C", "C", "H", "H", "H", "H", "H", "H", "H", "H", "H", "H", "H", "H", "H", "H", "H", "P", "P", "N", "N", "N", "N", "C", "C", "C", "C", "C", "C", "C", "C", "C", "C", "C", "C", "C", "C", "C", "C", "C", "C", "H", "H", "H", "H", "H", "H", "H", "H", "H", "H", "H", "H", "H", "H", "H", "H", "H", "H", "H", "H", "F", "C", "C", "F", "C", "F", "C", "O", "C", "F", "C", "F"],
  "positions_angstrom": [[0.344, 1.757, 0.585], [-1.618, 1.813, -3.858], [-1.667, 0.488, -3.691], [-0.811, -0.498, -4.452], [0.680, -0.148, -4.621], [1.268, 0.580, -3.425], [1.079, 1.862, -3.126], [0.624, 2.824, -4.192], [-0.732, 2.455, -4.861], [1.491, 1.860, 2.704], [-2.307, 2.496, -3.372], [-2.616, 0.045, -3.420], [-1.267, -0.520, -5.460], [-0.886, -1.503, -4.024], [1.252, -1.108, -4.731], [0.855, 0.444, -5.547], [2.076, -0.015, -2.979], [1.437, 2.333, -2.215], [1.404, 2.839, -4.967], [0.494, 3.822, -3.712], [-1.209, 3.400, -5.168], [-0.647, 1.790, -5.760], [0.992, 2.331, 3.565], [2.274, 2.554, 2.343], [2.010, 1.009, 3.146], [1.851, -0.364, 0.259], [-1.469, -1.077, 0.671], [2.955, 0.820, -0.370], [2.914, -1.472, 0.873], [-2.146, 0.471, -0.011], [-3.030, -1.974, 0.767], [0.912, -1.091, -1.084], [-0.476, -1.699, -0.790], [2.839, 2.219, -0.190], [3.957, 2.813, -0.756], [4.720, 1.789, -1.389], [4.120, 0.566, -1.093], [3.723, -1.221, 2.001], [4.416, -2.391, 2.270], [3.999, -3.383, 1.320], [3.070, -2.798, 0.483], [-1.912, 1.848, 0.434], [-2.722, 2.653, -0.414], [-3.307, 1.841, -1.402], [-2.898, 0.526, -1.153], [-4.216, -2.195, 0.050], [-5.090, -2.985, 0.807], [-4.435, -3.264, 2.042], [-3.205, -2.611, 2.015], [1.554, -1.812, -1.618], [0.708, -0.252, -1.780], [-1.059, -1.714, -1.710], [-0.242, -2.742, -0.529], [2.029, 2.668, 0.399], [4.172, 3.878, -0.686], [5.587, 1.956, -2.008], [4.414, -0.457, -1.280], [3.630, -0.281, 2.524], [5.160, -2.502, 3.045], [4.361, -4.390, 1.246], [2.433, -3.193, -0.292], [-1.767, 2.042, 1.515], [-2.840, 3.726, -0.255], [-3.904, 2.209, -2.234], [-3.085, -0.360, -1.738], [-4.337, -1.794, -0.948], [-6.082, -3.342, 0.558], [-4.773, -3.873, 2.872], [-2.412, -2.515, 2.748], [-2.157, -0.515, 8.006], [-1.680, -0.595, 6.749], [-1.865, 0.439, 5.852], [-2.419, 1.560, 6.358], [-1.341, 0.385, 4.583], [-1.552, 1.444, 3.767], [-0.438, -0.636, 4.145], [0.208, -0.516, 3.053], [-0.298, -1.695, 5.108], [0.473, -2.757, 4.828], [-0.888, -1.660, 6.358], [-0.678, -2.637, 7.261]],
  "atomic_forces_ev_per_a": [[0.089, -0.785, 2.984], [-0.493, -0.315, -0.453], [-0.605, 0.001, -1.467], [-0.083, 0.453, -0.537], [0.991, -0.086, -0.301], [1.350, -0.446, -0.899], [0.508, 0.118, -0.810], [-0.870, 0.418, 0.185], [0.384, 0.345, -0.168], [-0.114, 1.775, -1.105], [0.022, -0.409, -0.078], [0.304, 0.104, 0.713], [0.194, -0.424, 0.231], [-0.186, 0.172, -0.013], [-0.512, 0.858, -0.113], [-0.118, -0.451, 0.521], [-0.713, 0.509, 0.500], [0.475, -0.306, -0.149], [-0.096, 0.400, 0.304], [0.319, -0.529, -0.604], [0.175, -0.433, -0.163], [0.154, 0.745, 0.768], [-0.058, 0.073, -0.407], [0.068, 0.126, 0.671], [-0.383, -0.445, -0.652], [-1.516, 2.159, 0.779], [-1.173, 0.373, 0.544], [0.501, 0.158, -0.734], [0.506, -0.737, 0.938], [0.218, 0.525, -1.004], [0.156, -0.232, 0.581], [0.097, -0.314, -0.875], [-0.134, -1.063, 0.330], [1.039, -0.568, -0.498], [-1.201, -0.247, 0.092], [-0.467, -0.822, 0.482], [-0.172, 1.507, -0.043], [0.000, -1.398, -0.383], [-0.594, 0.977, -0.555], [-0.473, 0.846, -0.426], [0.523, -0.156, 0.708], [-1.270, -1.066, -0.347], [0.683, -0.651, 0.346], [0.202, 0.100, 0.633], [0.029, 0.973, 1.267], [-0.296, -0.539, 0.154], [1.274, 0.651, -0.249], [1.472, 0.838, -0.078], [-0.580, -0.391, -0.512], [-0.575, 0.106, -0.306], [0.365, -0.431, 0.809], [0.042, -0.039, -0.143], [-0.646, 0.048, 0.130], [1.297, 0.012, -0.087], [-0.028, -0.364, -0.250], [0.132, -0.172, 0.237], [0.020, 0.137, -0.124], [0.199, -0.054, -0.114], [-0.160, -0.065, 0.003], [-0.034, -0.174, 0.038], [0.286, -0.157, -0.023], [-0.123, -0.338, -0.454], [-0.030, -0.393, -0.210], [0.024, -0.367, 0.406], [-0.059, 0.121, 0.465], [-0.089, -0.156, 0.254], [0.242, 0.238, -0.280], [-0.092, 0.221, -0.191], [-0.212, -0.136, -0.003], [-0.027, 0.016, 0.006], [0.266, -0.193, -0.218], [0.087, 0.132, 0.790], [-0.358, 0.063, -0.545], [0.272, -0.266, 0.079], [-0.039, 0.208, -0.183], [0.154, 0.341, 0.064], [-0.412, -0.954, 0.203], [-0.342, 0.406, -0.073], [0.318, -0.218, -0.275], [-0.215, 0.161, 0.148], [0.113, -0.122, -0.266]]
}